Computed, not measured: a cluster of 14 separate species, C57H79N5O19 in total at a distorted geometry, with ωB97M-V with the def2-TZVPD basis set.

```
! wB97M-V def2-TZVPD RIJCOSX def2/J DEFGRID3
* xyz 0 1
O -3.7058 33.6286 11.2641
O -0.5673 32.4665 18.1239
O -10.8179 20.9628 19.2054
O 2.8007 23.3637 10.6437
O -10.4486 18.8260 19.2065
O -1.4533 31.7237 19.9480
O -10.2918 27.8514 14.8153
O -2.1480 25.1864 16.1169
O -0.4440 21.7700 22.0398
O 4.0397 27.5300 21.5607
O 1.9841 28.1172 21.0906
O -4.3886 23.4452 3.4034
O -4.9964 22.2515 5.1077
O 3.8413 32.7630 15.3783
O -6.4411 26.1057 20.8138
O -7.8460 28.8742 10.9017
O -8.6849 26.6595 15.6522
O -0.6561 29.5165 9.9621
O -5.2513 21.8648 11.1397
N -4.3490 23.1294 4.5746
N -9.1711 27.7340 15.3841
N -10.0606 20.0029 19.0535
N -0.9077 32.5978 19.3047
N 2.8158 27.5434 21.7895
C -2.2616 24.5159 4.8923
C -5.7061 24.3087 22.2468
C -6.4050 19.1581 18.3418
C -0.6232 20.3217 20.1166
C 1.1865 22.2134 20.3266
C -4.3847 33.1617 12.2092
C 0.9971 26.5529 23.1711
C 3.0488 30.4999 15.5862
C -6.9697 31.0976 16.6497
C 1.1463 35.5440 20.3369
C 4.0294 31.6451 15.8234
C -7.0467 28.0261 10.5999
C -7.7320 19.1021 18.7878
C 2.5102 25.0790 12.1947
C -6.8824 21.4279 17.4388
C 2.3790 26.6317 22.9048
C 3.2581 25.7890 23.5345
C -8.1428 21.3627 17.9992
C -4.0898 25.4192 20.6457
C -1.5362 25.1356 7.1428
C -5.5011 19.7845 12.3344
C -1.1644 34.2376 21.1024
C -0.4970 33.8178 19.9298
C 0.5575 25.6924 24.1773
C -5.8872 33.4873 12.3589
C -7.0719 28.7981 16.2109
C 2.8254 24.9780 24.5648
C 0.4087 35.9876 21.4490
C -1.5712 26.2273 15.8938
C 0.0156 21.4483 20.9497
C -1.3035 25.0616 5.7683
C -2.7260 24.6221 7.6498
C -0.7590 35.3601 21.8037
C -1.9742 27.0129 14.6993
C -8.3479 31.2862 16.3641
C 4.8348 23.9918 11.6956
C -3.6587 23.9721 6.7739
C -5.5650 25.3166 21.1392
C -6.3046 29.8866 16.5947
C 0.6251 34.5583 19.5585
C -4.7250 21.0318 11.9028
C -1.2130 30.1303 7.7418
C -8.4187 28.9394 15.7925
C -3.3951 23.9021 5.4119
C -5.7857 28.3850 9.9133
C -0.5800 30.3491 9.0889
C -0.4212 26.7582 16.7398
C 3.3380 24.0762 11.4574
C -7.2701 26.5926 10.9415
C -3.7493 32.3471 13.3359
C -3.2198 21.0596 12.1331
C -9.0951 30.1718 15.9605
C -8.6327 20.1567 18.5737
C 5.1276 31.3239 16.8342
C 1.4767 24.8969 24.8407
C -6.0812 20.2856 17.5812
C 0.2386 31.6263 9.2875
H -6.4693 19.7428 11.8355
H -7.1251 26.0055 10.0346
H -4.9892 18.8773 12.0136
H 0.5324 26.6848 16.2168
H -8.2372 26.3260 11.3677
H 2.0655 24.5146 13.0143
H -5.7603 23.2985 21.8411
H -5.5906 19.9314 13.4108
H 0.8988 22.6529 19.3715
H -6.6783 24.4920 22.7043
H 5.9284 32.0634 16.8317
H 3.0546 25.9055 12.6514
H -0.3610 26.0473 17.5639
H -8.8754 32.2222 16.4742
H -4.3475 31.4481 13.4838
H -6.4508 22.2993 16.9688
H -1.5692 29.1149 7.5680
H -0.3374 32.5424 9.1566
H 5.3246 24.9420 11.4829
H -2.1844 24.5853 3.8172
H -4.8724 24.2707 22.9480
H 2.0626 36.0164 20.0148
H 0.2406 27.1668 22.7050
H -0.3670 25.4656 5.4132
H -8.8378 22.1797 17.8734
H -3.0569 21.5321 13.1017
H -10.1454 30.2697 15.7288
H 0.1618 19.6854 19.7081
H -2.7598 21.5356 11.2672
H -3.8872 32.9883 14.2065
H -2.8097 20.0616 12.2879
H 5.0908 23.6810 12.7086
H 0.7565 31.5952 10.2461
H 5.1433 23.2342 10.9752
H -6.5345 32.7279 12.7975
H -2.9246 24.7126 8.7076
H 4.2896 25.7121 23.2238
H -2.6667 27.7175 15.1599
H -5.8661 34.3414 13.0357
H 1.9465 21.4426 20.1983
H -4.5007 23.5007 7.2589
H -6.5474 27.8547 16.1752
H 0.7907 36.7785 22.0775
H 1.5423 23.0467 20.9326
H 1.2738 34.2577 18.7490
H -5.0658 28.2335 10.7176
H -2.4299 26.4699 13.8713
H -2.1025 30.7575 7.6829
H -2.7284 32.0492 13.0965
H -0.5404 30.3448 6.9113
H 1.7546 25.4434 11.4988
H -1.2500 35.7878 22.6653
H -3.5787 25.9337 21.4594
H -1.1159 27.5168 14.2549
H 5.4532 30.2982 16.6610
H -0.5057 25.6394 24.3591
H -3.7246 24.4328 20.3597
H 2.2465 30.8074 14.9155
H 3.4681 24.2560 25.0464
H -5.2631 29.8617 16.8794
H -6.5412 26.3159 11.7033
H -6.3463 33.8317 11.4322
H 3.5383 29.6991 15.0319
H -0.9434 25.6158 7.9073
H -8.0279 18.1734 19.2528
H -3.9556 26.1058 19.8099
H -5.7050 29.4661 9.7999
H -1.2689 19.6252 20.6516
H 0.9679 31.6630 8.4783
H -5.6295 18.4170 18.4674
H -6.3677 31.9311 16.9802
H -1.9678 33.6086 21.4565
H -0.7242 27.7512 17.0719
H 2.5764 30.0509 16.4599
H -5.6929 27.8255 8.9826
H -1.2223 20.7320 19.3037
H -5.0637 20.2689 17.2195
H 1.0719 24.1893 25.5492
H 4.8075 31.2839 17.8754
*
```

Values from the calculation:
Kohn-Sham gap = 8.48 eV
Highest occupied orbital energy = -0.3421 hartree

Atomic partial charges in e from the Löwdin method, atoms 1 to 5: 0.015 0.064 0.072 0.064 0.043

---

Computed, not measured: a cluster of 6 separate species, C37H44F5N3OP in total at a distorted geometry, with ωB97M-V with the def2-TZVPD basis set.

```
! wB97M-V def2-TZVPD RIJCOSX def2/J DEFGRID3
* xyz 1 1
P 1.3847 2.1457 -5.1526
F 0.8661 0.6976 1.8372
F -3.5583 -4.1770 -0.7438
F -0.1393 -0.5298 9.2412
F -0.4000 -4.8339 7.0905
F 0.0827 4.9278 -6.7729
O 0.2544 3.1308 -4.4016
N 3.8363 -2.0569 -3.7412
N 6.3936 0.3508 -1.2227
N 1.8151 0.7419 -4.0570
C 0.2713 -0.3272 11.5533
C -0.0775 -0.6487 12.8590
C -0.4944 -3.7153 6.3528
C -3.6227 -3.7536 -4.8268
C -1.0641 -2.2460 0.9792
C -2.5432 -0.3589 1.2200
C -1.8493 5.7687 -5.6937
C 2.2241 1.3019 -2.6954
C -2.3892 -4.0774 -2.7847
C -0.9685 5.7835 -6.7617
C -1.1582 -1.4898 13.1024
C -2.9218 6.6518 -5.6852
C -2.3458 -1.7080 0.9488
C 2.9413 3.2027 -5.3800
C -0.6882 -1.4160 4.8363
C -0.1867 -0.0907 1.5470
C -3.1066 7.5295 -6.7460
C 2.9190 0.0223 -4.7611
C -4.8114 -3.7100 -4.1057
C -1.1382 6.6556 -7.8215
C -1.4590 0.4547 1.5264
C -4.7913 -3.8582 -2.7245
C 5.0882 0.5606 -1.9374
C 2.9319 -1.5224 -4.4736
C -0.1398 -1.3615 6.1129
C -2.4132 -3.9397 -4.1673
C 0.0230 -1.4323 1.2741
C 3.9216 0.0192 -1.0492
C -0.4732 -0.8439 10.5077
C -1.1403 -2.6272 4.3205
C -1.5540 -1.6770 10.7355
C -2.2173 7.5301 -7.8154
C -1.8941 -2.0055 12.0418
C -0.0467 -2.5165 6.8787
C 2.4571 0.1982 -1.6038
C -3.5798 -4.0379 -2.0806
C -1.0383 -3.7854 5.0815
H -0.7643 -0.5141 4.2414
H 2.1242 -2.1924 -4.8695
H -1.4262 -1.7429 14.1212
H -0.4630 3.2828 -5.0342
H 3.8296 2.6799 -4.9347
H 3.6224 -3.0609 -3.7132
H 3.0365 2.0458 -2.8315
H 6.9193 1.2265 -1.2409
H -1.4882 -3.9785 -4.7302
H -0.4311 6.6472 -8.6416
H 4.0957 -1.0878 -0.9457
H -5.7527 -3.5616 -4.6197
H 2.6900 0.1022 -5.8642
H 0.4928 -0.2445 13.6860
H 2.0518 -0.7808 -1.9797
H -1.6960 5.0733 -4.8771
H 1.0294 -1.8328 1.2938
H -0.9123 -3.2985 0.7719
H -5.7070 -3.8354 -2.1471
H 1.8034 0.4540 -0.7273
H 1.3223 1.8924 -2.3691
H 0.2155 -0.4197 6.5123
H 3.9486 0.4024 0.0038
H -3.1909 -2.3423 0.7140
H -3.6120 6.6551 -4.8509
H 0.3692 -2.4912 7.8771
H -1.5954 1.5059 1.7490
H 0.9732 0.1671 -3.9464
H -2.3646 8.2120 -8.6432
H 3.9169 0.4916 -4.6300
H 2.8083 4.1530 -4.8029
H -2.1208 -2.0623 9.8968
H -1.5700 -2.6687 3.3314
H 4.9651 1.6776 -2.0038
H 3.1276 3.3905 -6.4610
H -3.9449 8.2152 -6.7411
H -2.7328 -2.6635 12.2320
H -3.5415 0.0598 1.1926
H -1.4558 -4.2151 -2.2527
H -3.6409 -3.6427 -5.9044
H 5.1866 0.0675 -2.9301
H 6.9447 -0.2739 -1.8113
H 1.1141 0.3195 11.3434
H -1.3772 -4.7389 4.6955
*
```

Values from the calculation:
Kohn-Sham gap = 7.44 eV
Highest occupied orbital energy = -0.3773 hartree

Atomic partial charges in e from the Löwdin method, atoms 1 to 5: 0.966 0.052 0.053 0.046 0.063

---

Computed, not measured: a structure of composition CH7N6 at a distorted geometry, with ωB97M-V with the def2-TZVPD basis set.

```
! wB97M-V def2-TZVPD RIJCOSX def2/J DEFGRID3
* xyz 1 1
N 2.2248 -0.5243 0.7729
N 2.4900 0.3342 -0.8165
N 3.3029 -0.0349 0.1281
N -1.1773 -1.1142 -0.0018
N -1.0598 1.1986 0.3158
N 1.3905 -0.0585 -0.1968
C -0.8792 0.1021 -0.4331
H -0.9625 -1.8130 -0.7780
H -1.4216 -1.4366 0.9460
H -0.6392 0.0987 -1.5218
H -0.7061 2.0754 0.0882
H 2.0799 -1.2806 1.5482
H -0.9027 0.8376 1.3085
H 2.5606 1.1870 -1.3347
*
```

Values from the calculation:
Kohn-Sham gap = 9.70 eV
Highest occupied orbital energy = -0.4874 hartree

Atomic partial charges in e from the Löwdin method, atoms 1 to 5: -0.036 -0.062 0.029 0.136 0.161

---

Computed, not measured: the ion C5H8N2PS with charge +1 at a distorted geometry, with ωB97M-V with the def2-TZVPD basis set.

```
! wB97M-V def2-TZVPD RIJCOSX def2/J DEFGRID3
* xyz 1 1
S -1.3782 0.9934 -0.1206
P -0.0489 -2.4124 -0.0323
N 1.2764 1.2380 -0.1451
N 0.7024 -0.9117 -0.0863
C -3.7627 -0.3529 0.0098
C 2.1823 -0.8788 -0.1833
C -2.3145 -0.3541 -0.0808
C 2.5487 0.5850 0.0807
C 0.2638 0.3533 -0.1164
H 3.3097 0.9598 -0.6039
H -4.1667 -1.2924 -0.3669
H -4.0214 -0.3019 1.0732
H 2.4695 -1.1928 -1.1899
H 2.8871 0.7455 1.1110
H 1.1484 2.2319 -0.0509
H -4.2474 0.4937 -0.4813
H 2.6215 -1.5674 0.5385
*
```

Values from the calculation:
Kohn-Sham gap (spin up / spin down) = 6.34 / 6.45 eV
Highest occupied orbital energy (spin up / spin down) = -0.4201 / -0.4204 hartree

Atomic partial charges in e from the Löwdin method, atoms 1 to 5: 1.062 0.912 0.038 -0.474 -0.179